(1)
C4H7BO2S | ωB97M-V with the def2-TZVPD basis set

```
! wB97M-V def2-TZVPD RIJCOSX def2/J DEFGRID3
* xyz 0 1
H -1.2079 -3.2729 -1.5360
H -0.0554 -3.8175 0.7635
C -0.5703 2.3560 0.7389
H 0.4663 2.8230 0.4033
H -1.6883 0.5088 0.5478
H -1.3032 2.9000 0.0390
C 1.6750 0.4554 -0.3771
C -0.6340 0.9112 0.4312
B -0.2248 -2.0230 -0.3944
H -0.7796 2.6169 1.7821
S 2.1628 1.3939 -1.6800
O -0.8857 -2.3393 -1.4846
H 2.5790 0.1234 0.2807
C 0.3168 0.1766 -0.1043
O 0.1492 -2.8127 0.5901
*
```

Values from the calculation:
- E_HOMO (eV) = -8.0660
- gap between HOMO and LUMO (Ha) = 0.275
- E_LUMO (eV) = -0.582

***

(2)
C5H11NOS | ωB97M-V with the def2-TZVPD basis set

```
! wB97M-V def2-TZVPD RIJCOSX def2/J DEFGRID3
* xyz -1 2
H -0.3764 3.9534 0.8082
N -0.1768 0.6183 1.2336
C -1.2487 -1.2733 0.1670
C 0.2770 2.0158 1.3475
H -1.4121 0.8292 -0.3456
O -1.5422 -2.0595 -0.8162
H 0.2795 2.1331 2.4337
H 0.1125 -0.2270 -2.0537
H -0.8361 2.7977 -0.3557
C -0.7483 2.9240 0.7172
H 1.2883 2.1425 1.0091
H -1.3895 -1.4819 1.2322
H 0.4381 -0.0924 1.6287
H 0.8737 -2.2380 -1.2612
S 1.6664 -1.2976 -0.7384
C -0.6564 0.1009 -0.0631
C 0.4909 0.0397 -1.0659
H -1.6248 2.8014 1.2757
H 0.9458 1.0175 -1.2506
*
```

Values from the calculation:
- E_HOMO (alpha / beta) (eV) = 0.0910 / -3.3807
- gap between HOMO and LUMO (alpha / beta) (Ha) = 0.126 / 0.253
- E_LUMO (alpha / beta) (eV) = 3.516 / 3.492
- ⟨S²⟩ = 0.753

***

(3)
C3H5BrN2O | ωB97M-V with the def2-TZVPD basis set

```
! wB97M-V def2-TZVPD RIJCOSX def2/J DEFGRID3
* xyz 0 1
H 1.6487 1.4898 -0.7687
N -0.1449 -1.1846 -1.1596
C -1.1096 0.1482 1.2907
H -2.8389 -0.7935 1.5021
H -1.0189 -1.6447 -0.8563
C 0.3968 -0.2263 -0.5987
C 1.6657 0.4580 -1.0621
N -1.9476 -0.6525 1.0337
O -0.0253 0.5344 0.4916
H 2.4199 -0.0348 -0.6335
H 1.8619 0.4255 -2.1661
Br -0.9079 1.4805 2.9269
*
```

Values from the calculation:
- E_HOMO (eV) = -9.9008
- gap between HOMO and LUMO (Ha) = 0.374
- E_LUMO (eV) = 0.270
- SMILES = [H]/N=C(/C)O/C(Br)=N/[H]

***

(4)
C34H38N4O4 | ωB97M-V with the def2-TZVPD basis set

```
! wB97M-V def2-TZVPD RIJCOSX def2/J DEFGRID3
* xyz 0 1
C -6.7605 -3.7795 -0.9639
H 3.3408 0.2929 -3.6667
H -0.9425 -2.5363 -1.2307
C -3.4800 0.2917 -1.8228
H -3.1612 3.8843 1.4277
C -5.6227 -2.6850 1.3075
H 0.2810 2.4282 -0.5781
C 4.5934 -0.6867 -0.6783
C -6.1929 -3.9471 1.3525
H -7.2065 -5.4822 0.2582
C -1.0755 3.2032 1.5241
C 1.4219 0.9144 0.4702
C -4.6674 0.0983 1.3315
H 5.2919 -0.8458 -2.7045
C 4.5001 -0.4922 -2.0581
H 9.4000 -1.7657 1.7983
H 10.2943 -1.0052 -0.4606
H -4.1943 1.0844 -1.9924
H -1.9627 0.6966 2.5761
H -7.2028 -4.2009 -1.8547
H -6.1910 -1.9625 -1.9328
H -4.4795 3.4656 -0.5588
H -5.1841 -2.2800 2.2064
C 8.4399 -1.2761 1.6196
H -3.0170 -2.4483 0.0902
C -0.5891 1.7657 1.3153
H 8.1041 -0.8414 2.5629
C 3.5795 -0.2235 0.1485
H 7.3681 -3.0981 1.9865
C 2.3863 0.6078 -1.7802
H -5.7152 0.0605 -0.5283
C 8.6302 -0.1513 0.6011
C -2.8187 -1.6891 -0.6532
N 5.7304 -1.3395 -0.1968
H 7.6647 0.3058 0.3735
H 10.0520 1.3527 -1.2391
C 3.4022 0.1488 -2.5981
C 0.1228 1.5061 -0.0178
C -6.7628 -4.4986 0.2200
C -5.6195 -1.9547 0.1278
C -1.8747 0.9461 1.5109
O -1.4154 3.8393 -1.1790
H -1.8590 0.0258 0.9242
H -1.1085 3.4103 2.5937
H -3.7552 3.9903 -2.0764
C 9.4519 0.5574 -1.6750
H -2.1173 1.0058 -3.3070
C -6.1936 -2.5205 -1.0069
N 1.4984 0.8862 1.7428
H -0.4302 3.9300 1.0348
H -0.4851 -0.8128 -2.9331
H 9.2507 0.6219 1.0602
C -4.2552 1.5272 1.0493
N -2.9463 1.8278 1.0946
H 7.7176 -2.8247 0.2724
C -2.4434 3.6137 -0.5761
H -6.1887 -4.5006 2.2803
H 9.9350 0.2269 -2.5917
H 8.4764 0.9686 -1.9279
H -5.5783 0.1366 1.9324
H 8.7326 -1.3975 -1.1699
C -1.6544 -1.7418 -1.3995
H -3.8963 -0.4478 1.8686
O -5.0957 2.3698 0.7487
C -1.3969 -0.7722 -2.3555
C 7.4157 -2.3415 1.2020
C -2.4723 3.2020 0.9159
C 6.0341 -1.7201 1.0812
O 5.3047 -1.5663 2.0320
H 3.6325 -0.3602 1.2149
C 2.4745 0.4273 -0.3998
H -0.4246 0.8097 -0.6535
O 0.3763 1.3935 2.3196
C -3.7431 -0.6702 -0.8568
C -2.3136 0.2448 -2.5665
N -3.6651 3.7341 -1.1066
H 6.4190 -1.5456 -0.9073
H 1.5370 1.1143 -2.2105
C -4.9953 -0.5856 -0.0112
C 9.3071 -0.5995 -0.6936
*
```

Values from the calculation:
- E_HOMO (eV) = -8.3713
- gap between HOMO and LUMO (Ha) = 0.332
- E_LUMO (eV) = 0.663
- SMILES = CCCCCC(=O)Nc1cccc(C2=NO[C@]3(C2)C[C@@H](C(N)=O)N(C(=O)CC(c2ccccc2)c2ccccc2)C3)c1

***

(5)
C22H38N12O7S2 | ωB97M-V with the def2-TZVPD basis set

```
! wB97M-V def2-TZVPD RIJCOSX def2/J DEFGRID3
* xyz 0 1
H -3.0652 0.4947 1.4985
H -2.5555 -2.1681 3.6778
H 5.2754 -4.7122 1.1390
N 0.3740 -4.2005 -0.8884
H 0.9724 2.0478 -0.9495
C 2.5320 2.1540 4.2146
H -5.8284 3.5476 1.8611
H 5.6150 -3.2867 0.2181
N 0.1444 -0.9523 -4.5787
H -0.2435 3.2113 -7.2321
H -2.0735 3.6878 -4.2630
O -0.2693 1.9808 -4.3076
C 0.1135 1.3479 -1.1362
H -7.9132 4.5332 1.4693
C -7.3456 2.6561 0.7311
O -7.6827 1.6848 0.0738
N 1.2076 -2.3530 -6.0441
C 0.2136 0.0116 -0.2927
C -0.5985 2.6984 -5.2440
C 3.1956 2.8645 5.3208
O 1.1694 -0.1161 -6.4230
C -0.6163 -3.9658 -1.7848
H 2.8727 3.8852 5.6494
C 4.7421 0.9284 5.7237
C 1.0848 -0.4607 3.0038
C -0.4352 -2.5561 3.1443
N -6.1238 2.7579 1.3175
C 0.8548 -1.9196 2.9089
H -1.2365 -5.9606 -1.7035
H 4.7977 2.8024 6.9451
C 0.8577 -1.0744 -5.7234
H 4.4584 -0.7808 4.3271
S 1.9341 -0.5031 0.0712
H -9.0816 3.6864 0.5148
N -1.3779 -5.0483 -2.0954
H 1.7381 -2.4858 -6.8870
H -2.2523 0.3910 3.8648
H 0.7531 1.9595 -6.5553
H -2.1220 -4.9110 -2.7573
H 0.9570 -3.4189 -0.6364
N 3.6208 -3.4924 -1.3128
H 0.1485 1.1086 -2.2465
C -2.5781 2.3619 1.1774
N 5.0308 -4.0827 0.3948
O 3.2127 -5.3486 -0.0840
H 5.5553 0.4412 6.3046
H 0.5540 -5.0963 -0.4715
H -0.4589 0.0643 0.6012
N -1.6010 3.6159 -5.1469
C -1.2929 2.0193 -0.8682
N -8.1691 3.7255 0.9333
O -2.9259 3.2604 1.9231
N 0.0079 2.6355 -6.4507
N -1.3110 2.4502 0.5605
C 2.6367 0.5248 1.4413
C 2.9973 0.8255 3.8205
H -0.2159 -0.7951 -0.9617
H 2.7979 -3.6746 -1.8615
C 4.3027 2.2750 6.0927
C -1.3651 -0.2294 3.5832
H -1.4541 2.9033 -1.5386
H -0.1358 -0.0216 -4.3032
H 0.0443 1.4914 3.3788
C 3.9088 -4.3720 -0.3191
O -3.4240 1.2603 1.0064
H -1.8859 4.2122 -5.9008
H 1.7200 -2.5740 2.6467
H -5.4870 1.9881 1.1909
H 0.9651 -3.1525 -5.4895
C -0.0607 0.3874 3.3263
N 2.4540 -0.0117 2.7583
H -0.9254 3.3870 0.6821
C -1.5715 -1.6851 3.4912
H -0.1167 -1.7316 -3.9960
C 4.1073 0.2452 4.5993
H -0.5061 -3.6717 3.0790
H 1.7012 2.6495 3.6689
S 3.4242 1.9081 1.0334
H 4.1770 -2.6840 -1.5228
O -0.8106 -2.8598 -2.2798
H -2.1133 1.2850 -1.1127
*
```

Values from the calculation:
- E_HOMO (eV) = -8.0242
- gap between HOMO and LUMO (Ha) = 0.286
- E_LUMO (eV) = -0.231
- SMILES = O=C(O)NCCCSC(=S)N(c1ccccc1)c1ccccc1.NC(N)=O.NC(N)=O.NC(N)=O.NC(N)=O.NC(N)=O

***

In kcal/mol, the ΔE to the lowest compared entry with this formula, charge and spin values for the records above are, in order, 91.21, 16.58, 8.35, 0.00, 0.00.
In Eh, the electronic energy values for the records above are, in order, -730.08716, -725.23355, -2876.03190, -1838.45507, -2841.38510.